64
Properties=species:S:1:pos:R:3:forces:R:3 method="wB97M-V/def2-TZVPD" e_above_lowest_kcal_mol=19.0 lumo_ev="-3.92 / -3.68" energy_ha=-2791.03848 s2=0.758 total_charge=+1 gap_ev="6.29 / 6.27" spin_multiplicity=2
I 2.67375 -0.92819 -5.14462 -0.30 -0.24 0.39
Mo 0.22960 -0.75566 0.30239 1.74 2.56 1.35
S 2.26735 1.89625 2.01941 -0.07 0.52 -0.25
S 0.10278 1.48485 -0.70220 -0.01 -0.72 0.61
P 1.51679 2.61462 0.34158 0.20 0.15 0.26
O 2.74915 2.87222 -0.61963 0.02 -0.19 0.10
O -2.61217 0.01974 1.05907 0.24 0.11 0.66
O 0.88143 4.07108 0.48223 0.64 -0.57 -0.22
O -2.74113 -1.31397 -0.77406 0.10 -0.68 -0.48
N 0.68342 -2.65395 1.43930 -0.58 -0.49 -0.55
N 2.65344 -0.86455 0.44876 -0.01 0.17 -0.15
N 0.46794 -1.69729 -1.51251 -0.18 -1.34 -1.77
N -0.01556 -0.11477 2.40791 -0.63 0.04 0.40
C -0.48867 4.35827 0.76981 -0.59 0.08 0.19
C 1.19002 -1.18116 -2.52032 0.33 0.34 -0.11
C -6.21606 -0.12071 -0.83793 -0.13 0.09 0.08
C -6.13085 0.70031 0.28051 -0.19 -0.03 -0.08
C 0.63468 -1.05281 3.32015 0.17 -0.49 0.31
C 0.32963 -3.73342 -2.78783 0.15 0.08 -0.30
C -5.13391 -0.86968 -1.27624 0.45 -0.11 0.05
C 1.12206 -3.21088 -3.80479 -0.09 0.28 0.46
C -4.95986 0.80876 1.01547 0.43 -0.11 0.00
C 2.06048 -3.12402 1.19898 0.75 0.05 -0.10
C 3.09900 -1.99480 1.26106 -0.10 -0.50 0.12
C 0.00526 -2.95256 -1.69934 -0.18 -0.05 0.22
C 1.52440 -1.88924 -3.66009 0.26 0.04 -0.46
C 3.67034 3.13576 -2.84178 -0.23 0.02 0.34
C 0.33227 -2.47540 2.85621 -0.03 0.36 0.68
C -1.02362 3.59690 1.96952 0.20 0.04 -0.11
C 2.58479 3.56250 -1.87317 -0.04 0.20 -0.38
C -3.96193 -0.75410 -0.55546 -0.67 0.72 0.63
C -3.88141 0.07073 0.57324 -0.78 -0.23 -0.78
B -1.88540 -0.82325 0.20250 -0.23 0.08 -0.32
H 4.65537 3.30727 -2.41638 0.08 0.03 0.04
H -0.03337 -4.74697 -2.85293 -0.13 -0.04 0.05
H 4.05562 -2.39981 0.90854 -0.14 0.07 0.13
H 0.86401 -3.20283 3.48214 -0.11 0.05 -0.09
H 2.33847 -3.91015 1.91415 -0.14 0.04 -0.14
H -4.88128 1.44888 1.88010 -0.02 0.07 0.09
H -0.74604 -2.64555 2.96154 0.19 -0.05 -0.05
H 0.39233 0.81503 2.58520 -0.09 -0.12 -0.36
H -0.68150 -3.31555 -0.94463 0.08 -0.04 0.00
H 3.57250 3.73018 -3.74543 0.03 0.03 -0.15
H 3.57957 2.08444 -3.10191 -0.02 -0.13 -0.04
H -1.99326 4.00587 2.24092 -0.12 -0.02 0.03
H 2.65649 4.63438 -1.67348 -0.13 -0.11 0.02
H 3.25632 -1.66495 2.28999 0.00 -0.04 -0.10
H -5.19614 -1.49857 -2.14916 0.00 -0.08 -0.11
H 3.15842 -0.84867 -0.43309 -0.09 0.07 0.00
H -0.50321 5.43506 0.95907 -0.04 -0.18 -0.11
H -7.14310 -0.17401 -1.38793 -0.09 0.00 -0.01
H 1.59048 3.33013 -2.27173 0.12 0.13 -0.03
H -1.01638 -0.06216 2.61131 0.10 0.08 -0.06
H 2.85295 0.02255 0.92964 0.01 -0.12 -0.19
H 0.06701 -3.38442 1.08623 0.13 0.03 0.08
H -1.08423 4.13196 -0.12166 0.08 0.12 0.10
H 0.29513 -0.93631 4.35739 0.06 0.03 -0.17
H 1.40566 -3.80325 -4.66011 -0.01 -0.01 -0.09
H -1.14351 2.53734 1.73191 -0.08 0.04 0.04
H 1.70742 -0.84182 3.29944 -0.18 -0.03 0.04
H -6.99255 1.27391 0.58404 -0.10 0.03 0.02
H 1.50337 -0.15030 -2.40814 0.03 -0.08 0.06
H 2.08424 -3.55206 0.18899 -0.05 0.02 0.18
H -0.34883 3.69881 2.81784 0.00 0.04 0.06